Record 1
The following is a DFT calculation (ωB97M-V with the def2-TZVPD basis set) of one molecule with the formula C3H3N5.

Positions of all 11 atoms, in Å:
C1 -1.242 0.419 -0.292
C2 1.336 0.629 0.274
C3 1.073 -0.711 0.200
H1 -1.940 -1.043 0.709
H2 1.882 1.009 1.004
H3 1.545 -1.578 0.734
N1 -2.023 0.196 0.782
N2 -0.658 1.584 -0.769
N3 0.670 1.498 -0.652
N4 0.227 -1.256 -0.801
N5 -0.869 -0.746 -1.189

gap between HOMO and LUMO	8.788	eV
net charge	0
SMILES	N=c1nnccnn1
relative energy (zero: lowest compared OMol25 entry of this formula, charge and spin)	122.47	kcal/mol



Record 2
The following is a DFT calculation (ωB97M-V with the def2-TZVPD basis set) of a 2-piece molecular cluster, C8H10 overall.

Positions of all 18 atoms, in Å:
C1 -2.745 -0.355 -0.701
C2 -1.613 0.260 -0.312
C3 0.645 1.408 0.420
C4 0.056 0.436 1.299
C5 0.178 -0.845 1.115
C6 1.200 -1.308 0.141
C7 1.627 -0.477 -0.950
C8 1.348 0.892 -0.770
H1 -2.611 -0.995 -1.610
H2 -3.742 -0.041 -0.310
H3 -0.621 0.055 -0.872
H4 -1.619 0.913 0.579
H5 0.163 2.405 0.302
H6 -0.747 0.778 1.846
H7 -0.470 -1.519 1.681
H8 1.477 -2.414 0.124
H9 2.342 -0.885 -1.596
H10 1.655 1.643 -1.588

gap between HOMO and LUMO	9.350	eV
net charge	0
SMILES	c1ccccc1.C=C
relative energy (zero: lowest compared OMol25 entry of this formula, charge and spin)	102.24	kcal/mol



Record 3
The following is a DFT calculation (ωB97M-V with the def2-TZVPD basis set) of C9H14LaN2PS as an isolated structure.

Positions of all 28 atoms, in Å:
C1 -0.739 1.530 -3.152
C2 0.507 2.054 -2.696
C3 1.424 0.952 -2.552
C4 0.723 -0.253 -2.929
C5 -0.605 0.115 -3.310
La1 -0.158 0.498 -0.608
P1 -2.959 0.867 -0.160
H1 -1.608 2.116 -3.449
H2 0.717 3.100 -2.462
H3 2.402 0.982 -2.064
H4 -1.346 -0.556 -3.746
H5 1.134 -1.261 -2.927
H6 -3.962 -0.012 -0.616
H7 -3.568 2.135 -0.280
H8 -3.051 0.684 1.266
C6 -0.842 -1.711 2.606
N1 0.474 -1.089 2.385
C7 1.251 -0.453 3.333
C8 2.392 -0.075 2.727
N2 2.304 -0.462 1.409
C9 1.154 -1.176 1.214
S1 0.652 -2.094 -0.157
H9 -1.594 -1.249 1.941
H10 -0.801 -2.791 2.393
H11 -1.117 -1.524 3.653
H12 0.894 -0.351 4.348
H13 3.259 0.425 3.117
H14 3.065 -0.402 0.717

gap between HOMO and LUMO (spin up / spin down)	4.197 / 4.256	eV
net charge	0



Record 4
The following is a DFT calculation (ωB97M-V with the def2-TZVPD basis set) of C20H33Br2MnO13 as an isolated structure.

Positions of all 69 atoms, in Å:
Mn1 1.262 -4.290 5.536
C1 1.125 -2.181 -0.655
C2 1.129 -1.829 0.795
O1 0.575 -2.714 1.710
H1 1.299 -1.322 -1.303
H2 0.150 -2.645 -0.800
H3 1.938 -2.858 -0.917
H4 0.707 -0.838 0.962
H5 2.191 -1.731 1.021
Br1 -6.380 -3.120 1.654
C3 -5.125 -4.631 1.818
C4 -4.830 -5.213 0.443
Br2 -4.266 -7.126 0.802
H6 -5.427 -5.375 2.555
H7 -4.301 -4.141 2.336
H8 -4.060 -4.688 -0.123
H9 -5.679 -5.227 -0.240
C5 3.917 8.006 1.865
C6 3.072 6.957 2.736
C7 3.210 5.538 2.432
O2 4.168 5.186 3.455
C8 4.119 6.012 4.410
O3 4.807 5.799 5.494
O4 3.421 7.079 4.067
H10 4.953 7.686 1.757
H11 3.802 9.071 2.067
H12 3.562 7.960 0.835
H13 2.022 7.248 2.762
H14 3.630 5.449 1.430
H15 2.252 5.018 2.426
C9 -3.320 3.984 3.945
C10 -3.024 4.085 5.450
C11 -2.199 5.289 5.867
O5 -2.944 5.814 6.974
C12 -4.126 5.189 7.086
O6 -5.028 5.578 7.812
O7 -4.261 4.233 6.182
H16 -4.104 3.306 3.610
H17 -2.320 3.719 3.603
H18 -3.478 4.977 3.522
H19 -2.615 3.139 5.805
H20 -2.028 5.862 4.956
H21 -1.228 4.826 6.040
C13 -7.535 -7.383 -6.583
C14 -6.521 -6.351 -7.096
C15 -6.972 -4.945 -7.054
O8 -5.851 -4.189 -6.616
C16 -4.873 -5.062 -6.136
O9 -3.817 -4.770 -5.631
O10 -5.237 -6.276 -6.307
H22 -8.395 -7.507 -7.240
H23 -7.830 -7.054 -5.586
H24 -7.048 -8.353 -6.475
H25 -6.198 -6.589 -8.109
H26 -7.694 -4.884 -6.240
H27 -7.394 -4.633 -8.009
C17 9.438 -1.493 -3.641
C18 8.310 -0.683 -3.204
C19 7.415 -1.207 -2.068
O11 7.262 -0.105 -1.229
C20 8.079 0.883 -1.689
O12 8.085 1.923 -1.067
O13 8.815 0.546 -2.807
H28 9.033 -2.425 -4.036
H29 10.139 -1.629 -2.818
H30 9.995 -1.032 -4.456
H31 7.700 -0.341 -4.040
H32 8.037 -1.933 -1.543
H33 6.489 -1.588 -2.498

gap between HOMO and LUMO (spin up / spin down)	4.790 / 4.915	eV
net charge	+1
spin multiplicity	6



Record 5
The following is a DFT calculation (ωB97M-V with the def2-TZVPD basis set) of an isolated ion of composition C21H30N5O and charge +1.

Positions of all 57 atoms, in Å:
C1 3.501 6.546 -0.533
O1 3.265 5.563 0.476
C2 2.633 4.385 0.236
C3 2.245 3.652 1.389
C4 1.843 2.331 1.265
C5 1.982 1.637 0.062
C6 1.934 0.095 0.227
N1 2.621 -0.549 -0.861
C7 2.521 -1.992 -0.951
C8 3.803 0.026 -1.518
C9 2.226 2.402 -1.098
C10 2.457 3.788 -1.034
H1 3.693 7.483 0.018
H2 4.390 6.301 -1.125
H3 2.629 6.681 -1.187
H4 2.347 4.142 2.355
H5 1.466 1.801 2.148
H6 2.093 -0.230 1.310
H7 3.134 -2.336 -1.782
H8 2.871 -2.509 -0.039
H9 1.487 -2.328 -1.149
H10 4.387 -0.766 -1.992
H11 3.534 0.719 -2.343
H12 4.465 0.571 -0.820
H13 2.276 1.940 -2.109
H14 2.600 4.388 -1.928
C11 -0.307 -3.642 2.969
N2 -1.323 -3.133 2.065
C12 -2.660 -3.355 2.545
C13 -3.721 -3.206 1.458
N3 -3.391 -2.198 0.466
C14 -4.528 -1.781 -0.321
C15 -4.146 -1.008 -1.591
N4 -2.979 -0.192 -1.416
C16 -2.795 0.830 -2.428
C17 -1.918 -0.654 -0.666
C18 -0.608 -0.141 -0.776
N5 0.427 -0.490 0.059
C19 0.163 -1.509 0.969
C20 -1.070 -2.146 1.123
C21 -2.151 -1.688 0.300
H15 0.612 -3.882 2.431
H16 -0.084 -2.948 3.789
H17 -0.697 -4.560 3.409
H18 -2.720 -4.388 2.933
H19 -2.923 -2.662 3.373
H20 -3.896 -4.179 0.939
H21 -4.686 -2.936 1.924
H22 -5.113 -2.677 -0.606
H23 -5.211 -1.165 0.316
H24 -4.012 -1.748 -2.408
H25 -4.990 -0.348 -1.856
H26 -2.274 1.694 -2.013
H27 -2.240 0.456 -3.292
H28 -3.781 1.139 -2.756
H29 -0.362 0.576 -1.575
H30 0.985 -1.800 1.621

gap between HOMO and LUMO	8.081	eV
net charge	+1
SMILES	COc1ccc([C@H](N(C)C)[n+]2cc3c4c(c2)N(C)CCN4CCN3C)cc1
relative energy (zero: lowest compared OMol25 entry of this formula, charge and spin)	20.42	kcal/mol



Record 6
The following is a DFT calculation (ωB97M-V with the def2-TZVPD basis set) of C18H22BBaF6O18 as an isolated structure.

Positions of all 66 atoms, in Å:
Ba1 -0.420 0.306 0.882
B1 -0.503 2.570 2.484
H1 -0.621 1.593 2.927
H2 -0.770 2.584 1.439
H3 -1.143 3.212 3.068
H4 0.524 2.890 2.577
C1 4.623 -2.377 -0.147
C2 5.318 -2.228 1.217
O1 4.271 -1.649 2.004
C3 3.355 -1.102 1.199
O2 2.409 -0.393 1.547
O3 3.584 -1.501 -0.033
F1 6.400 -1.339 1.081
H5 4.253 -3.382 -0.346
H6 5.263 -2.157 -1.001
H7 5.773 -3.162 1.545
C4 -5.276 -3.206 3.139
C5 -4.949 -4.010 1.865
O4 -3.671 -3.453 1.579
C6 -3.579 -2.244 2.102
O5 -2.657 -1.442 1.779
O6 -4.599 -1.999 2.915
F2 -5.718 -3.795 0.854
H8 -4.791 -3.573 4.044
H9 -6.313 -2.923 3.317
H10 -5.028 -5.080 2.056
C7 2.055 -5.366 0.575
C8 2.075 -5.099 2.027
O7 1.288 -3.935 2.161
C9 0.836 -3.540 0.980
O8 0.175 -2.509 0.789
O9 1.375 -4.318 -0.015
F3 3.298 -4.899 2.562
H11 1.558 -6.313 0.363
H12 3.017 -5.599 0.119
H13 1.599 -5.946 2.520
C10 4.826 2.376 -1.414
C11 4.376 3.882 -1.316
O10 3.109 3.791 -0.695
C12 2.718 2.523 -0.458
O11 1.657 2.208 0.095
O12 3.743 1.664 -0.907
F4 4.293 4.521 -2.464
H14 5.710 2.112 -0.832
H15 5.092 2.132 -2.442
H16 4.965 4.491 -0.630
C13 -5.773 2.375 -0.746
C14 -4.716 2.995 -1.613
O13 -3.607 2.734 -0.815
C15 -3.906 1.754 0.034
O14 -3.093 1.153 0.735
O15 -5.080 1.344 -0.208
F5 -4.860 4.276 -1.839
H17 -6.646 2.100 -1.337
H18 -6.168 2.961 0.084
H19 -4.620 2.371 -2.501
C16 0.220 3.765 -3.858
C17 -1.130 3.434 -4.415
O16 -1.602 2.586 -3.368
C18 -0.678 2.163 -2.600
O17 -0.798 1.468 -1.599
O18 0.468 2.627 -3.018
F6 -0.873 2.631 -5.383
H20 0.117 4.674 -3.266
H21 0.943 3.975 -4.646
H22 -1.700 4.300 -4.750

gap between HOMO and LUMO	8.647	eV
net charge	+1
relative energy (zero: lowest compared OMol25 entry of this formula, charge and spin)	87.68	kcal/mol